No. 1
Computed, not measured: a molecular structure, C18H20B2Br10O18V at a distorted geometry, with the ωB97M-V functional and the def2-TZVPD basis.

Computed properties:
HOMO level: -0.2710 Ha
Orbital gap: 1.95 eV

```
! RIJCOSX wB97M-V def2-TZVPD def2/J DEFGRID3
* xyz -1 1
Br 0.907 12.443 -9.312
Br -0.324 0.189 4.874
Br -6.949 1.872 3.469
Br 5.779 5.351 -3.554
Br 0.669 -2.976 -5.753
Br 7.680 3.575 -6.357
Br 4.439 0.601 4.896
Br 5.001 -1.998 -7.299
Br 0.983 9.419 -10.940
Br -6.994 6.077 5.547
V 3.421 -6.917 1.854
O -2.872 -8.637 7.628
O -1.575 3.593 -3.197
O -1.633 1.930 -0.111
O -1.885 -10.826 7.368
O -3.085 -2.047 0.006
O -0.138 -2.150 0.079
O -2.522 -11.711 10.634
O 4.793 -6.298 2.399
O -3.124 -6.830 6.325
O -0.067 -7.218 6.044
O -2.880 -12.843 8.128
O -2.724 0.009 -0.744
O -0.588 -8.897 7.428
O -1.721 -9.827 9.442
O 3.556 -7.573 0.379
O -0.357 -0.075 -0.635
O -2.000 4.105 -0.311
O -1.397 1.383 -2.328
C 5.968 4.565 -6.346
C 2.515 0.508 4.405
C -1.759 3.023 -0.845
C -6.858 3.868 3.566
C -0.875 -7.807 6.775
C 5.118 4.328 -5.171
C 3.463 -3.070 -6.517
C 1.524 0.563 5.569
C 2.285 -2.132 -6.441
C -2.407 -11.696 8.250
C -1.552 2.739 -2.324
C -2.377 -1.122 -0.350
C -2.242 -11.146 9.560
C -6.471 4.268 5.048
C -2.394 -7.652 6.901
C -0.124 10.844 -8.708
C -0.794 -1.191 -0.285
C 0.763 9.699 -8.938
B -1.789 -9.509 8.021
B -1.511 0.850 -0.977
H -7.741 4.291 3.087
H 1.687 -0.144 6.382
H 5.555 4.456 -7.349
H -5.391 4.126 5.036
H 2.354 1.318 3.694
H 5.146 3.257 -4.971
H 2.560 -1.468 -5.622
H 1.493 1.569 5.988
H -0.402 10.953 -7.660
H 4.090 4.641 -5.354
H 2.124 -1.646 -7.403
H 6.252 5.611 -6.466
H -6.818 3.622 5.855
H 3.132 -3.857 -7.194
H 2.367 -0.442 3.890
H 1.750 9.848 -8.500
H 3.687 -3.551 -5.565
H -6.143 4.187 2.807
H 0.483 8.722 -8.544
H -1.060 10.853 -9.267
*
```

Atom charges from the Mulliken analysis, given in e for atoms 1 to 8: -0.13 -0.11 -0.15 -0.14 -0.14 -0.13 -0.18 -0.18



No. 2
Computed, not measured: a molecular structure, C18H20BN12RuS at a distorted geometry, with the ωB97M-V functional and the def2-TZVPD basis.

Computed properties:
HOMO level (spin up / spin down): -0.5063 / -0.5056 Ha
⟨S²⟩: 8.76
Orbital gap (spin up / spin down): 8.92 / 5.46 eV

```
! RIJCOSX wB97M-V def2-TZVPD def2/J DEFGRID3
* xyz 2 6
Ru -0.113 0.123 -0.259
S -0.018 -0.591 -5.185
N 6.581 -1.228 -0.202
N 0.302 -0.238 -2.620
N 4.408 -0.662 -0.032
N -1.661 -1.439 0.102
N 5.000 -2.898 -0.364
N 0.160 -2.479 -3.265
N -1.709 1.676 0.025
N -0.089 0.180 2.086
N 2.034 -0.244 -0.026
N -2.617 -1.133 0.994
N -1.295 0.151 2.674
N -2.638 1.390 0.954
C 0.158 -1.170 -3.524
C 0.839 0.135 3.037
C -2.057 2.829 -0.556
C 0.573 3.379 -4.621
C 5.308 -1.606 -0.193
C 0.213 1.033 -4.599
C 0.634 2.194 -2.507
C -3.500 -2.135 1.055
C 0.369 1.011 -3.194
C 0.728 3.369 -3.230
C -1.139 0.096 4.002
C -3.096 -3.136 0.181
C 0.305 2.216 -5.318
C -1.928 -2.652 -0.386
C 0.223 0.080 4.284
C 3.165 -0.545 -0.035
C -3.238 3.295 -0.001
C -3.572 2.347 0.957
B -2.606 0.149 1.870
H -1.295 -3.127 -1.112
H 0.480 -2.793 -2.361
H -4.412 2.309 1.619
H 0.078 -3.144 -4.017
H 1.888 0.154 2.805
H 7.330 -1.890 -0.308
H 0.178 2.225 -6.389
H -3.768 4.188 -0.261
H -1.471 3.273 -1.340
H -3.560 -4.078 -0.014
H 4.050 -3.219 -0.288
H -1.973 0.073 4.675
H 6.810 -0.253 -0.096
H -3.535 0.159 2.591
H 0.681 4.309 -5.159
H 0.801 2.151 -1.417
H 5.724 -3.594 -0.440
H 0.936 4.299 -2.722
H -4.360 -2.095 1.692
H 0.691 0.030 5.246
*
```

Atom charges from the natural (NBO) analysis, given in e for atoms 1 to 8: 1.79 0.43 -0.73 -0.65 -0.61 -0.40 -0.76 -0.78



No. 3
Computed, not measured: a molecular structure, C18H20Br6N2O7 at a distorted geometry, with the ωB97M-V functional and the def2-TZVPD basis.

Computed properties:
HOMO level: -0.3670 Ha
Orbital gap: 9.38 eV

```
! RIJCOSX wB97M-V def2-TZVPD def2/J DEFGRID3
* xyz 0 1
Br -16.201 20.255 -18.422
Br -17.773 22.939 -19.024
Br -15.802 21.743 -21.166
Br -22.489 9.852 -14.455
Br -23.976 12.562 -13.681
Br -21.916 12.489 -16.071
O -15.384 12.503 -16.888
O -21.691 9.609 -19.031
O -19.245 19.022 -19.893
O -14.552 14.579 -16.570
O -16.297 14.140 -17.940
O -21.279 19.264 -19.191
O -20.289 11.228 -18.835
N -20.276 18.607 -19.394
N -20.721 10.128 -18.535
C -14.478 11.993 -15.930
C -15.351 13.827 -17.065
C -19.478 7.307 -16.451
C -20.912 16.828 -17.851
C -20.794 15.520 -17.401
C -19.619 16.282 -19.786
C -22.383 11.763 -14.366
C -20.227 14.554 -18.224
C -16.361 15.519 -18.336
C -19.995 9.383 -17.502
C -17.136 16.312 -17.311
C -20.295 17.204 -19.019
C -18.615 7.984 -15.593
C -17.052 21.330 -19.769
C -19.186 10.080 -16.638
C -19.647 14.947 -19.413
C -20.186 8.018 -17.406
C -18.521 9.368 -15.645
H -13.485 12.424 -16.043
H -21.199 15.300 -16.423
H -15.345 15.907 -18.460
H -19.052 11.147 -16.733
H -17.903 9.926 -14.954
H -21.590 12.011 -13.679
H -16.788 15.949 -16.344
H -20.146 13.521 -17.917
H -16.975 17.387 -17.340
H -19.175 14.251 -20.093
H -14.836 12.173 -14.912
H -18.192 16.072 -17.399
H -17.854 20.750 -20.199
H -18.059 7.450 -14.833
H -19.587 6.234 -16.379
H -20.917 7.553 -18.052
H -21.387 17.602 -17.260
H -19.187 16.543 -20.744
H -16.761 15.552 -19.348
H -14.432 10.916 -16.078
*
```

Atom charges from the natural (NBO) analysis, given in e for atoms 1 to 8: 0.08 0.09 0.08 0.10 0.10 0.09 -0.50 -0.36



No. 4
Computed, not measured: C18H20BrFN4O2S in the gas phase at a distorted geometry, with the ωB97M-V functional and the def2-TZVPD basis.

Computed properties:
HOMO level: -0.3070 Ha
Structure (SMILES): O=C(C[C@@H]1S/C(=N\N=C2CCCCCC2)NC1=O)Nc1ccc(Br)cc1F
Orbital gap: 8.64 eV

```
! RIJCOSX wB97M-V def2-TZVPD def2/J DEFGRID3
* xyz 0 1
Br 1.301 0.851 8.255
S 0.248 0.781 -1.268
F 0.043 4.222 4.508
O 2.089 1.119 1.288
O 3.798 2.307 -1.146
N 2.795 0.278 -1.389
N 1.522 -1.650 -1.405
N 1.027 2.738 2.489
N 0.427 -2.368 -1.230
C 1.703 1.028 4.128
C 1.595 -0.397 -1.362
C 1.754 0.616 5.447
C 1.392 2.189 -1.162
C -2.949 -2.150 -3.943
C -2.812 -2.565 -1.387
C -1.675 -1.307 -3.868
C -0.448 -2.639 -2.105
C 2.810 1.621 -1.210
C 0.649 2.642 6.145
C 1.127 2.250 3.789
C 0.608 3.033 4.825
C 1.492 2.168 1.340
C -0.434 -2.134 -3.519
C -3.693 -2.316 -2.614
C -1.603 -3.476 -1.651
C 1.193 3.013 0.109
C 1.230 1.420 6.445
H -3.433 -3.012 -0.608
H -2.440 -1.617 -0.995
H -2.694 -3.131 -4.348
H -1.794 -0.500 -3.142
H -3.641 -1.688 -4.650
H 0.462 -1.527 -3.671
H 2.109 0.405 3.349
H -1.499 -0.848 -4.844
H -0.375 -2.992 -4.196
H -4.394 -3.147 -2.727
H 1.902 3.846 0.089
H -4.286 -1.418 -2.423
H -1.855 -4.234 -2.393
H 2.202 -0.333 5.696
H 3.653 -0.254 -1.358
H 1.231 2.825 -2.037
H 0.177 3.409 0.148
H 0.565 3.635 2.413
H -1.316 -3.972 -0.723
H 0.236 3.279 6.910
*
```

Atom charges from the natural (NBO) analysis, given in e for atoms 1 to 8: 0.06 0.21 -0.33 -0.60 -0.59 -0.61 -0.31 -0.62



No. 5
Computed, not measured: a molecular structure, C18H20BrMnNO5, with the ωB97M-V functional and the def2-TZVPD basis.

Computed properties:
HOMO level (spin up / spin down): -0.5470 / -0.5503 Ha
⟨S²⟩: 3.81
Orbital gap (spin up / spin down): 6.68 / 6.50 eV

```
! RIJCOSX wB97M-V def2-TZVPD def2/J DEFGRID3
* xyz 2 4
Br 3.375 -0.916 1.024
Mn 0.721 0.475 0.549
O 1.141 0.117 -1.107
O 1.007 2.329 0.336
O -1.220 0.706 0.171
O -1.521 -1.454 0.588
O 0.115 0.779 2.461
N 0.746 -1.487 1.026
C 0.911 -4.061 -0.040
C 0.890 2.357 -2.019
C 1.021 2.996 -0.738
C 0.691 1.167 -4.527
C -1.600 -4.181 -0.340
C -0.446 -2.330 1.001
C 1.180 4.469 -0.588
C -1.259 0.228 2.493
C -1.349 -0.204 1.002
C 0.840 0.365 -3.410
C 1.900 -2.056 0.834
C -1.351 -0.843 3.558
C 0.939 0.957 -2.159
C -0.348 -3.536 0.126
C 0.746 3.143 -3.181
C 2.056 -3.392 0.408
C -2.267 1.344 2.713
C 0.642 2.558 -4.420
H 0.256 4.963 -0.900
H -2.230 -4.448 0.513
H -2.144 2.145 1.987
H -0.442 -1.437 3.616
H 0.708 4.220 -3.096
H -2.214 -1.487 3.381
H 0.198 1.576 3.006
H 1.381 4.713 0.451
H 1.981 4.840 -1.226
H -2.155 1.735 3.725
H 0.615 0.703 -5.502
H -1.492 -0.370 4.528
H 0.526 3.167 -5.304
H -1.385 -5.081 -0.910
H -2.178 -3.494 -0.962
H 3.044 -3.819 0.322
H -0.660 -2.681 2.017
H -3.281 0.948 2.631
H 0.890 -0.711 -3.491
H 1.021 -5.013 -0.544
*
```

Atom charges from the natural (NBO) analysis, given in e for atoms 1 to 8: 0.25 1.35 -0.61 -0.64 -0.55 -0.48 -0.72 -0.57



No. 6
Computed, not measured: C18H20BrNO4 in the gas phase, with the ωB97M-V functional and the def2-TZVPD basis.

Computed properties:
HOMO level: -0.3060 Ha
Structure (SMILES): CCOc1cc(CO)cc(Br)c1OCC(=O)Nc1ccccc1C
Orbital gap: 9.04 eV

```
! RIJCOSX wB97M-V def2-TZVPD def2/J DEFGRID3
* xyz 0 1
Br 0.045 3.144 0.448
O -1.980 -1.573 0.900
O 0.047 0.296 1.161
O 0.187 -0.333 -1.790
O -5.606 0.870 -1.711
N 2.307 0.112 -1.232
C 5.658 0.699 1.199
C 0.766 -0.733 0.498
C -3.004 -2.550 0.855
C -3.998 -2.411 2.003
C -2.599 2.377 -0.259
C 4.428 1.190 1.599
C 4.666 -0.190 -0.815
C 3.313 1.000 0.802
C -1.394 1.933 0.250
C 1.056 -0.303 -0.938
C -4.957 1.887 -0.989
C 3.425 0.302 -0.394
C -3.437 0.140 -0.040
C 5.770 0.020 -0.002
C -2.234 -0.302 0.492
C -1.175 0.617 0.628
C -3.625 1.463 -0.417
C 4.791 -0.928 -2.114
H -5.641 2.144 -0.173
H 5.775 -1.380 -2.202
H 6.732 -0.359 -0.316
H -3.513 -2.532 -0.115
H 4.655 -0.248 -2.957
H -4.821 2.783 -1.612
H 2.456 0.306 -2.216
H -4.714 -3.227 1.964
H -4.535 -1.468 1.946
H 2.361 1.409 1.099
H -2.468 -3.500 0.943
H 4.038 -1.711 -2.188
H 0.176 -1.655 0.466
H 4.332 1.734 2.526
H 6.530 0.848 1.816
H -2.724 3.411 -0.540
H -4.265 -0.538 -0.174
H -3.470 -2.449 2.953
H 1.674 -0.886 1.081
H -5.032 0.593 -2.435
*
```

Atom charges from the natural (NBO) analysis, given in e for atoms 1 to 8: 0.06 -0.51 -0.50 -0.61 -0.71 -0.63 -0.21 -0.17



No. 7
Computed, not measured: C18H20Cl2N2O3S in the gas phase at a distorted geometry, with the ωB97M-V functional and the def2-TZVPD basis.

Computed properties:
HOMO level: -0.3432 Ha
Structure (SMILES): CCN(CC)S(=O)(=O)c1ccc(Cl)c(C(=O)NCc2ccccc2Cl)c1
Orbital gap: 9.54 eV

```
! RIJCOSX wB97M-V def2-TZVPD def2/J DEFGRID3
* xyz 0 1
Cl -0.964 4.299 0.205
Cl 5.441 -0.431 1.768
S -2.918 -1.553 -0.885
O -4.131 -1.522 -1.644
O -1.797 -2.302 -1.375
O 1.427 2.864 -0.932
N -3.270 -2.079 0.640
N 1.636 1.086 0.447
C 3.071 -0.559 -1.446
C -3.291 1.156 -0.489
C 3.082 1.074 0.457
C -1.525 -1.625 2.363
C -4.624 -2.005 1.126
C -2.367 0.139 -0.637
C -1.013 0.391 -0.557
C 4.684 -0.891 0.277
C -1.487 2.702 -0.141
C -2.208 -2.635 1.438
C 3.630 -0.145 -0.241
C 5.163 -2.013 -0.380
C 4.586 -2.409 -1.573
C -2.850 2.443 -0.235
C -4.866 -0.905 2.160
C 0.927 1.956 -0.307
C 3.538 -1.678 -2.108
C -0.550 1.679 -0.307
H -5.935 -0.781 2.310
H -4.448 0.038 1.818
H 3.400 1.980 -0.070
H -0.645 -2.083 2.809
H 1.166 0.325 0.911
H -2.188 -1.306 3.161
H 5.983 -2.570 0.046
H -4.906 -2.977 1.548
H -1.219 -0.746 1.801
H -2.608 -3.467 2.027
H 3.443 1.118 1.487
H 4.958 -3.284 -2.082
H -0.331 -0.429 -0.731
H 3.086 -1.979 -3.040
H -1.478 -3.031 0.730
H -5.238 -1.826 0.242
H -3.551 3.253 -0.113
H 2.264 0.020 -1.870
H -4.340 0.932 -0.593
H -4.417 -1.160 3.116
*
```

Atom charges from the natural (NBO) analysis, given in e for atoms 1 to 8: 0.05 0.00 2.35 -0.94 -0.94 -0.60 -0.70 -0.60



No. 8
Computed, not measured: a molecular structure, C18H20Cl3MnN4O5S, with the ωB97M-V functional and the def2-TZVPD basis.

Computed properties:
HOMO level (spin up / spin down): -0.1942 / -0.1939 Ha
⟨S²⟩: 8.75
Orbital gap (spin up / spin down): 7.82 / 7.81 eV

```
! RIJCOSX wB97M-V def2-TZVPD def2/J DEFGRID3
* xyz -1 6
Mn -1.150 -1.517 1.204
Cl -1.581 5.129 4.974
Cl -2.490 -0.096 3.976
Cl 1.063 2.660 0.976
S -2.377 -1.974 -3.066
O -0.494 0.304 1.817
O -2.163 -5.122 2.963
O 4.088 0.253 -2.239
O -1.075 -3.422 1.989
O -1.645 -1.042 -0.888
N -3.323 -2.114 1.355
N -2.367 -1.918 -1.445
N 1.978 0.858 -2.795
N 0.866 -1.925 0.301
C -0.743 1.353 2.511
C 2.511 2.044 -3.458
C 2.358 -1.090 -1.361
C -1.925 2.516 4.339
C -0.343 3.734 3.002
C -1.263 3.689 4.039
C 0.581 0.514 -3.079
C 2.963 -2.337 -1.444
C -0.099 2.594 2.268
C -2.121 -4.025 2.424
C 2.879 0.055 -2.177
C 1.329 -0.926 -0.450
C -1.660 1.386 3.585
C 1.419 -3.132 0.192
C -3.451 -3.260 2.261
C 2.806 3.169 -2.477
C -0.416 1.511 -2.517
C 2.486 -3.373 -0.661
H -3.452 -2.380 0.379
H 0.474 0.455 -4.168
H 0.356 -0.478 -2.700
H 0.179 4.651 2.767
H 2.925 -4.360 -0.714
H 1.904 3.465 -1.939
H -2.639 2.471 5.149
H 0.975 -3.900 0.814
H 3.797 -2.476 -2.120
H -3.980 -1.377 1.576
H -3.731 -2.903 3.254
H -1.424 1.178 -2.766
H 1.769 2.361 -4.192
H 3.423 1.769 -3.991
H -0.261 2.511 -2.930
H 3.200 4.040 -3.004
H 3.551 2.842 -1.752
H -0.344 1.572 -1.431
H 0.855 0.035 -0.296
H -4.215 -3.972 1.944
*
```

Atom charges from the natural (NBO) analysis, given in e for atoms 1 to 8: 1.57 -0.03 -0.01 -0.01 -0.09 -0.89 -0.68 -0.65



No. 9
Computed, not measured: a molecular structure, C18H20ClN4OsS2, with the ωB97M-V functional and the def2-TZVPD basis.

Computed properties:
HOMO level (spin up / spin down): -0.4942 / -0.5379 Ha
⟨S²⟩: 8.81
Orbital gap (spin up / spin down): 7.26 / 5.72 eV

```
! RIJCOSX wB97M-V def2-TZVPD def2/J DEFGRID3
* xyz 2 6
Os 1.086 -0.603 -0.277
Cl -2.325 -3.405 -4.142
S 1.569 1.675 0.512
S 0.982 -3.739 1.231
N -0.848 0.064 1.403
N 2.011 0.300 -2.253
N -0.649 -0.655 -1.866
N 3.696 -0.936 -0.295
C -2.893 -0.834 -3.491
C 0.232 3.282 3.876
C -0.519 1.099 2.217
C -2.454 0.707 3.603
C -1.466 0.393 -2.020
C -2.037 -1.917 -3.335
C 0.981 2.978 2.754
C -2.792 -0.307 2.757
C 3.474 0.539 -2.217
C -2.389 -1.713 0.738
C 4.173 -0.685 -1.662
C -2.597 0.339 -2.816
C -0.929 -1.793 -2.511
C 0.983 -2.363 0.582
C -1.963 -0.613 1.656
C -1.285 1.452 3.341
C -0.892 2.533 4.166
C 0.640 1.905 1.899
H 3.852 0.789 -3.210
H -3.687 -0.892 2.917
H -1.548 -2.140 0.203
H 3.975 -1.857 0.023
H -3.096 -1.320 0.003
H -1.497 2.774 5.030
H 1.527 1.167 -2.477
H -3.233 1.207 -2.910
H 0.517 4.108 4.512
H -2.902 -2.499 1.290
H -1.202 1.293 -1.476
H 3.936 -1.561 -2.270
H 3.651 1.402 -1.573
H -0.256 -2.630 -2.366
H 5.256 -0.545 -1.712
H 4.113 -0.275 0.353
H 1.785 -0.330 -3.019
H -3.763 -0.915 -4.128
H -3.069 0.952 4.459
H 1.853 3.567 2.502
*
```

Atom charges from the natural (NBO) analysis, given in e for atoms 1 to 8: 1.11 0.10 0.10 0.45 -0.48 -0.84 -0.52 -0.83